# 1
C6H6 | wB97M-V/def2-TZVPD

```
12
Properties=species:S:1:pos:R:3:forces:R:3
C -0.9284 -1.4102 -1.9634 -2.161 -2.342 -3.419
C -1.5621 -1.1059 -0.7998 -0.212 1.210 0.106
C -0.5260 -0.2115 -0.2535 -0.883 2.441 5.089
C -0.2985 0.5921 0.8739 0.969 -1.147 -3.270
C 0.1544 -1.0265 -1.1689 4.498 -0.249 1.172
C 0.9294 1.4027 1.2268 -1.662 -1.032 2.938
H -1.0333 -2.0882 -2.8213 -0.171 0.261 0.942
H -1.1038 0.7852 1.4574 -2.699 0.468 1.478
H 0.8644 -1.6849 -0.6121 -0.050 0.308 -1.262
H 0.7346 2.4763 1.1932 0.004 -0.082 -0.308
H 1.5732 1.0690 0.4831 2.379 -0.004 -0.674
H 1.1959 1.2018 2.3844 -0.010 0.167 -2.793
```
Forces are in eV/Å.

<S²>: 2.02
Largest force on an atom (hartree/bohr): 0.11109
E_tot (eV): -6310.386
Frontier orbital gap (alpha / beta) (eV): 6.28 / 6.46
Spin multiplicity: 3
Energy relative to the best compared isomer or geometry (same formula, charge and spin) (eV): 2.483

***

# 2
C6H64BNO24 | wB97M-V/def2-TZVPD

```
96
Properties=species:S:1:pos:R:3:forces:R:3
C -3.1071 0.1004 2.8498 -0.651 -2.703 3.287
O -2.1031 0.6944 2.0588 0.537 -9.690 2.653
C -1.8261 -0.0336 0.9068 2.183 -1.690 -1.747
C -0.6001 0.5784 0.0728 -0.442 -0.713 4.301
N -0.1091 -0.3116 -0.9502 2.051 2.549 0.200
H 0.2079 -1.1546 -0.5532 -1.189 -2.427 0.429
H -0.8001 -0.3556 -1.7692 1.079 -0.108 0.794
C 1.3109 0.0504 -1.3652 0.011 -0.092 -6.751
C 2.4099 -0.5556 -0.6252 1.038 -2.580 0.521
O 3.6659 -0.5826 -1.3732 -4.198 1.703 0.460
C 4.7149 -1.2936 -0.9082 2.522 -3.403 3.329
H -3.7591 0.6514 3.6918 2.139 -0.163 -1.973
H -2.3961 -0.6486 3.3518 -2.196 0.248 0.081
H -3.9101 -0.4076 2.2778 0.749 0.218 -0.097
H -2.6591 -0.0956 0.1778 -0.163 -0.154 0.895
H -1.4561 -1.0516 1.3008 -0.870 1.056 -1.026
H 0.1719 0.7334 0.8728 -0.271 -0.130 -0.941
H -0.7811 1.5114 -0.3472 -0.636 1.457 -0.677
H 1.6979 1.0004 -1.7542 -1.560 -0.034 0.744
H 1.2289 -0.4726 -2.4052 0.828 0.327 1.554
H 2.1169 -1.5856 -0.5912 0.091 -1.135 0.776
H 2.5309 -0.1856 0.3718 0.497 0.494 0.603
H 5.5679 -0.7106 -1.1662 0.925 -0.477 -0.610
H 4.7239 -2.3496 -1.2592 0.123 0.748 -0.431
H 4.9849 -1.4876 0.2208 -1.707 1.032 -1.366
B -6.7651 -0.5156 6.4708 -0.151 -0.482 -0.644
H -6.1161 0.2314 7.1948 -0.084 0.020 0.011
H -7.9621 -0.0056 6.2558 1.360 -0.767 0.240
H -6.0711 -0.4596 5.2288 -0.824 -0.427 1.451
H -6.7921 -1.7456 7.0948 0.018 1.707 -1.306
O -0.1181 4.2704 1.0258 -2.781 -1.547 0.607
H -0.9871 3.7064 1.2408 2.421 0.756 -0.350
H -0.6081 5.0504 0.7618 0.398 0.729 -0.291
O 5.3039 0.8844 -2.4052 1.019 -1.762 -2.866
H 4.6389 0.1484 -2.4342 0.912 1.057 -0.392
H 4.8499 1.4074 -1.8152 -1.346 2.386 2.163
O 6.1919 -4.3976 -1.2692 -0.478 -0.094 -0.812
H 5.3139 -4.7666 -1.4372 0.260 0.028 -0.089
H 6.2699 -4.4446 -0.3272 0.240 -0.012 0.923
O -2.5771 2.8724 -1.2152 2.121 0.375 -1.623
H -2.5951 2.7394 -0.2822 2.790 0.471 2.994
H -3.4311 2.5894 -1.0362 -4.977 -0.791 -1.951
O -2.3251 2.4844 1.4118 3.358 9.014 -6.749
H -3.0521 2.6124 1.8708 -6.132 2.392 2.956
H -2.1091 1.7094 1.9258 1.725 1.535 0.358
O 2.8069 1.9744 1.5948 3.037 1.406 -5.663
H 2.3169 2.1284 0.7178 1.159 -0.271 1.751
H 2.1689 1.7904 2.1778 -3.867 -1.121 3.674
O -0.0381 -3.0766 -0.4882 -1.985 4.879 -3.081
H 0.3909 -3.2586 0.2608 2.397 -1.932 4.914
H -0.2431 -3.7756 -1.0192 -0.496 -3.044 -1.860
O 0.9179 1.4434 3.5118 -3.573 -1.564 -1.140
H 1.3579 1.8134 4.2228 1.742 1.277 2.272
H -0.0051 1.3094 3.8848 1.637 0.241 -0.950
O 2.0839 2.7734 -3.6192 0.649 1.212 1.009
H 2.5329 1.9634 -3.8272 0.021 -1.105 -0.343
H 2.7899 3.2194 -3.1032 -0.789 0.111 -0.389
O 0.3259 -3.5336 2.1658 5.786 -9.426 -6.506
H -0.1291 -3.0466 2.6588 -6.127 6.363 7.091
H 0.1079 -4.5226 2.3668 0.505 3.042 -0.363
O 0.5209 -2.6906 -4.1092 2.822 -1.378 0.679
H 0.4829 -2.0656 -4.8402 -0.680 -0.502 -0.559
H 1.5069 -2.8946 -4.1102 -1.880 -0.048 0.334
O 1.3609 2.5754 -0.6882 0.610 0.843 1.651
H 1.0709 2.5944 -1.5932 -0.437 0.794 -0.653
H 1.1489 3.3864 -0.1692 -0.583 -0.197 -0.787
O -2.0571 -0.4576 -2.6702 1.069 0.219 -0.872
H -2.5911 -1.1316 -2.4062 -2.017 -4.074 1.378
H -2.7241 0.1824 -2.8082 -0.334 2.036 -0.613
O 2.5429 0.2844 -4.6692 1.716 -2.124 1.532
H 3.4199 -0.1866 -4.5282 -1.569 0.661 0.046
H 2.7499 0.7994 -5.4182 0.017 1.133 -1.788
O 7.0869 0.1304 0.9538 4.827 -3.093 0.972
H 6.6719 0.7284 0.3898 -0.230 1.640 -2.043
H 8.0889 -0.1296 0.6988 -3.894 1.424 0.444
O -5.1371 -0.0326 -1.3372 -1.470 -9.314 1.470
H -5.1841 -1.0126 -1.2662 -0.131 0.582 0.660
H -4.8401 0.0434 -2.1762 1.076 0.478 -5.001
O -5.2091 1.9564 -0.8442 -0.414 5.016 2.342
H -4.9181 1.0674 -1.1342 -0.203 3.428 2.633
H -5.6561 1.9384 0.0588 0.955 -0.322 -2.029
O 5.0399 0.4834 2.4568 1.276 -5.761 6.009
H 5.7719 0.1364 2.0128 1.820 -0.825 -0.698
H 4.7109 1.1134 1.9928 -3.751 6.528 -4.614
O -0.1871 -0.5926 -5.1782 0.177 -0.316 1.388
H -0.8681 -0.9576 -4.5002 2.076 1.284 -1.382
H 0.7609 -0.6486 -4.7862 -2.481 1.168 -0.478
O -0.4831 -2.2336 4.6768 -0.890 9.693 -12.977
H -0.7271 -1.4606 5.1358 -0.550 1.965 0.295
H -0.4311 -2.7346 5.2828 1.358 -11.663 12.634
O -0.8401 1.3764 -3.0442 -0.185 -2.257 4.251
H -1.5471 1.8754 -2.6672 -0.851 1.076 1.082
H -0.6331 1.8124 -3.7722 1.936 3.010 -5.348
O -6.7041 -2.0816 1.0298 1.560 -1.220 -3.768
H -6.6651 -2.3416 0.0228 -1.227 0.885 2.534
H -5.8051 -2.4406 1.1578 -0.355 0.241 1.224
```
Forces are in eV/Å.

Largest force on an atom (hartree/bohr): 0.33542
E_tot (eV): -58547.159
Frontier orbital gap (eV): 4.68
Energy relative to the best compared isomer or geometry (same formula, charge and spin) (eV): 10.130

***

# 3
C6H68NO32S | wB97M-V/def2-TZVPD

```
108
Properties=species:S:1:pos:R:3:forces:R:3
C -2.7469 -1.2720 -3.4199 -4.803 -2.742 -3.682
O -2.6329 -1.1160 -2.0759 2.531 -0.191 2.256
C -1.3669 -0.5440 -1.6509 -1.696 3.154 -0.268
C -0.9629 -1.0220 -0.2349 3.738 -0.210 -4.698
N 0.3051 -0.4100 0.2551 0.905 2.210 -4.727
H 1.1421 -0.5230 -0.5759 -2.687 0.277 2.836
H -0.0239 0.6270 0.2801 0.664 -0.095 -0.941
C 0.7601 -0.5790 1.6051 -1.137 0.802 -0.382
C 2.0141 0.1990 1.8851 0.374 -0.986 -4.554
O 2.2831 -0.1290 3.1581 0.164 0.820 2.419
C 3.2001 0.7680 3.7491 0.325 -1.894 0.784
H -3.3559 -0.5060 -3.9309 0.503 0.459 0.575
H -3.5799 -2.2230 -3.6059 2.586 2.355 0.554
H -1.9229 -1.4710 -4.1109 0.559 -0.138 0.949
H -1.5089 0.5770 -1.9009 0.205 -1.177 1.609
H -0.5739 -0.6900 -2.3159 1.208 -1.399 -1.395
H -0.8789 -2.0520 -0.3709 0.595 -2.024 0.044
H -1.7169 -0.9070 0.3421 -4.785 1.409 4.624
H 0.8691 -1.6380 1.6801 -0.030 -0.728 1.482
H -0.0189 0.0000 2.1271 -0.118 -1.341 0.873
H 1.9361 1.2400 1.4911 -0.325 -0.046 1.470
H 2.8021 -0.1810 1.1681 -0.066 -0.008 0.639
H 4.0631 0.6950 3.1721 2.045 -0.016 -1.089
H 3.4551 0.3590 4.7261 -0.302 0.420 0.208
H 2.9301 1.7790 3.7231 -1.038 1.387 0.319
S -1.4039 2.6240 0.9161 -3.921 9.698 1.100
O -0.7199 3.7470 1.6131 -0.211 -0.283 0.505
O -2.5409 3.2450 0.1461 0.522 -1.070 -0.260
O -0.4539 2.0940 0.0471 4.466 -4.084 -4.058
O -1.9299 1.6940 1.8221 -0.907 -3.852 3.164
O 6.7691 0.8710 2.1211 0.735 -0.834 -0.384
H 6.5781 0.9990 3.0641 0.562 0.068 0.075
H 7.7431 0.7680 2.0021 -1.248 0.193 0.364
O -5.2159 1.0070 -5.1379 3.953 -1.574 -0.773
H -5.9199 1.2790 -5.6129 -3.583 1.642 -2.546
H -5.4609 1.0680 -4.2609 -0.878 -0.249 3.227
O -2.8869 2.3170 -5.8929 -4.393 -1.655 -2.736
H -3.6729 1.9460 -5.4009 1.396 0.503 -0.805
H -2.2849 2.5740 -5.2859 3.276 1.209 3.359
O -3.8219 2.7270 -2.1699 0.861 -1.497 0.321
H -4.2529 3.5420 -2.2889 -0.901 1.694 -0.179
H -3.3219 2.8280 -1.3069 0.016 -0.009 0.209
O -2.5189 -3.5620 -6.6909 3.544 -2.906 1.716
H -3.3159 -3.1440 -6.6689 -3.362 2.164 0.192
H -2.4389 -3.9420 -5.7569 0.076 0.788 -1.625
O 5.2091 -0.8810 -0.1699 -1.646 -3.481 -3.023
H 5.0421 -1.7300 0.2761 0.495 0.915 0.266
H 5.4811 -0.2240 0.3841 1.206 2.579 2.767
O 2.1951 -1.5000 -1.5799 2.311 -0.433 0.090
H 2.7581 -2.1720 -1.0909 -0.601 1.447 -0.778
H 2.7891 -1.1380 -2.2979 -0.917 -0.498 1.112
O 2.3531 4.8150 4.4191 1.256 2.939 0.319
H 1.7781 4.1220 4.2701 -1.723 -3.639 -0.607
H 1.6981 5.5030 4.2441 0.640 0.710 0.145
O -1.8119 -4.2230 -3.6209 0.233 0.547 2.899
H -2.4709 -4.3030 -2.8229 2.056 0.383 -2.195
H -0.9669 -3.7550 -3.2269 -2.460 -1.185 -0.836
O 0.6711 2.8350 3.6581 3.184 5.473 1.537
H 0.3411 2.0250 3.5961 -2.718 -5.008 -0.632
H 0.1121 3.5010 3.2171 -0.611 -0.829 -1.028
O 3.6431 3.1030 6.1751 -1.294 -1.621 0.751
H 2.7631 2.6410 6.4151 2.129 1.442 -0.879
H 3.4581 3.7680 5.4951 -0.583 0.119 0.186
O 5.9451 -2.0790 2.6831 0.951 -0.227 -1.778
H 5.8371 -1.1940 2.3091 0.035 0.020 0.598
H 5.4771 -2.1780 3.4841 -0.909 0.252 1.234
O 1.4841 -2.0260 5.1361 -1.689 0.462 0.355
H 2.0561 -2.5280 5.6891 0.979 -0.500 0.184
H 1.8811 -1.6680 4.3531 0.983 0.505 -0.545
O 6.1431 2.1520 4.4661 -1.710 -4.508 -6.398
H 5.4531 2.1420 5.0501 -5.023 -1.273 1.677
H 6.5301 2.6410 5.0391 6.429 5.791 5.073
O -4.8269 -1.6880 -6.0939 -1.504 -0.178 -2.212
H -5.2229 -0.7550 -6.0519 0.910 -1.908 -0.199
H -5.1499 -2.1830 -6.9459 0.597 1.946 2.436
O -4.7419 -2.0590 -0.4719 2.406 -3.066 -1.287
H -5.2569 -1.3900 -0.1749 -2.552 3.085 1.479
H -4.0639 -1.6340 -1.0189 0.107 -0.133 -0.124
O 0.0761 -3.9420 3.7781 2.206 2.107 1.064
H 0.5721 -3.0880 4.1801 -1.865 -2.818 -0.921
H -0.8519 -3.7200 3.7661 -0.426 0.387 -0.258
O 1.4651 0.9390 -4.8609 3.468 1.264 -6.558
H 2.0781 0.2250 -4.9019 0.586 -0.749 -0.179
H 1.0321 0.8550 -4.1239 -4.001 -0.443 6.686
O -2.3849 -4.6400 0.4881 0.258 -9.751 -11.693
H -2.3959 -4.1130 1.0921 -0.311 9.754 11.414
H -2.0889 -5.4870 0.8131 0.089 -0.045 0.177
O 0.9011 2.1110 -2.1089 2.595 -0.331 -4.286
H 1.5971 2.6450 -1.7529 1.849 1.181 -1.259
H 0.5931 2.0860 -1.2809 -4.097 -1.028 5.263
O -3.4389 -0.2950 2.4091 0.977 -0.545 0.932
H -3.0169 0.5740 2.3501 2.088 0.244 0.438
H -4.1689 0.1000 2.0091 -3.119 -0.231 -1.289
O -2.5369 -3.0230 2.8341 5.165 -4.264 -3.222
H -3.0699 -3.2320 3.4911 -3.857 -2.559 4.981
H -2.8039 -2.1990 2.7381 -1.506 7.037 -1.734
O -1.2549 2.9590 -3.5699 -3.787 2.155 -2.032
H -0.6759 2.5810 -2.9829 2.240 -1.143 2.405
H -2.0739 3.2600 -3.0769 1.475 -0.868 -0.584
O 5.4601 3.2210 1.7111 -0.335 1.024 -1.065
H 5.0461 3.8580 2.2971 -0.040 -0.279 0.250
H 5.6631 2.4160 2.1661 0.187 -0.227 0.488
O 0.5301 -3.3160 -2.4319 1.625 1.175 1.954
H 0.9451 -4.1520 -2.2009 -0.292 -0.449 -0.236
H 1.0611 -2.6780 -1.8049 -1.755 -1.226 -2.255
O -5.6239 0.5790 -2.3769 0.746 1.558 -2.099
H -5.6019 0.4990 -1.4589 -0.363 -0.753 2.439
H -5.0169 1.3740 -2.4139 -0.189 -0.553 -0.172
```
Forces are in eV/Å.

Charge: -1
Largest force on an atom (hartree/bohr): 0.29613
E_tot (eV): -85165.971
Frontier orbital gap (eV): 7.07
Energy relative to the best compared isomer or geometry (same formula, charge and spin) (eV): 2.163

***

# 4
C6H6B2BeF14N3O4S2 | wB97M-V/def2-TZVPD

```
38
Properties=species:S:1:pos:R:3:forces:R:3
Be -0.1007 0.3463 -0.1748 0.277 0.085 -2.336
B 0.7945 3.4093 -0.7325 0.140 0.800 -0.668
F -0.3210 2.9785 0.0081 -1.020 -1.121 0.479
F 1.4352 4.3880 0.0293 0.392 0.110 0.168
F 1.6084 2.2730 -0.8737 0.377 -1.222 0.377
F 0.4543 3.8856 -1.9822 -0.172 0.238 0.386
B 0.0354 0.7290 -3.1731 0.982 1.245 -0.843
F 0.8382 1.7646 -3.6344 -0.226 -0.072 -0.102
F -0.6417 0.1612 -4.2122 -0.275 -0.699 -0.185
F 0.8707 -0.1325 -2.4376 -0.117 -0.793 1.043
F -0.9084 1.2138 -2.2152 -0.255 -0.349 1.977
C -2.2165 -3.2406 0.8262 1.661 0.145 -1.265
F -3.2190 -4.0245 0.4403 -0.356 0.751 0.370
F -2.5687 -2.1112 1.4395 -0.721 -0.383 -0.322
F -1.4483 -3.9160 1.6418 0.294 -0.503 0.640
S -1.2205 -2.8188 -0.7586 -0.426 1.771 -1.888
O -0.8666 -4.0280 -1.4429 -0.096 0.047 1.301
O -2.0339 -1.8953 -1.5092 0.025 -0.141 1.272
N 0.1448 -1.9260 -0.2533 -3.767 1.874 0.683
S 1.3757 -2.8789 -0.3370 4.295 -0.417 -0.111
O 1.2930 -3.9625 0.6048 0.084 0.197 -0.076
O 1.7692 -3.1092 -1.6916 0.084 -0.308 0.243
C 2.8444 -1.7103 0.2732 -1.635 -0.702 -1.859
F 2.9193 -1.6760 1.5855 0.553 -0.040 0.375
F 3.9683 -2.1347 -0.3147 -0.184 -0.231 0.922
F 2.6406 -0.4765 -0.2040 -0.205 0.258 0.301
C 3.8984 2.0996 1.9815 -1.168 -1.168 0.463
C 2.5306 1.5381 2.0225 -0.119 0.178 -0.195
N 1.4625 1.1190 1.9719 -0.213 -0.272 -0.456
H 4.0705 2.2823 0.9223 0.307 0.563 0.177
H 4.5575 1.3173 2.3590 0.170 0.044 -0.177
H 3.9264 2.9238 2.6902 0.194 0.379 -0.532
C -5.1116 1.3867 1.3654 0.470 -0.628 -0.450
C -3.7461 1.0068 0.9602 -0.299 1.003 0.198
N -2.7023 0.8336 0.5300 1.210 -0.590 0.030
H -5.7065 0.9503 0.5624 -0.518 0.097 0.316
H -5.2633 2.4629 1.3942 0.302 0.006 -0.140
H -5.3629 0.9713 2.3385 -0.044 -0.153 -0.119
```
Forces are in eV/Å.

Charge: -1
Largest force on an atom (hartree/bohr): 0.08394
E_tot (eV): -80460.227
Frontier orbital gap (eV): 8.60
Energy relative to the best compared isomer or geometry (same formula, charge and spin) (eV): 0.000

***

# 5
C6H6Br2F3O2 | wB97M-V/def2-TZVPD

```
19
Properties=species:S:1:pos:R:3:forces:R:3
C -1.1987 1.4638 1.9762 0.169 -0.729 0.690
C 1.4972 -0.4251 -1.9846 -0.462 2.779 0.315
C 1.1462 -0.6388 -0.5381 -1.240 -0.366 0.799
C -0.0954 0.0888 0.0318 -0.033 2.265 -0.408
C -0.1514 0.2684 1.5835 -0.128 0.122 -1.065
C -1.4472 -0.5434 -0.4658 0.448 1.251 0.203
O -0.9217 2.5114 1.3997 0.025 0.534 -0.496
O -2.0511 1.1383 2.7984 -0.092 0.197 -0.007
F -1.6635 -0.2501 -1.7467 0.691 -0.251 -1.705
F -1.5501 -1.8902 -0.3548 0.288 0.431 -0.046
F -2.5107 0.0120 0.1040 -0.335 -0.237 1.191
Br 1.6151 0.8772 2.1221 0.244 0.212 0.615
Br -0.5878 -1.3785 2.4650 0.187 -0.428 0.434
H 0.7932 -0.7646 -2.7479 0.272 0.271 0.046
H 1.6877 0.7089 -1.9389 -1.193 -1.013 -0.985
H 2.5202 -0.6265 -2.1773 0.879 -1.459 -0.349
H 1.9938 -0.1569 -0.0772 0.121 -0.612 0.846
H 0.9372 -1.6559 -0.2009 0.965 -0.361 -0.220
H -0.0129 1.2613 -0.2487 -0.805 -2.607 0.142
```
Forces are in eV/Å.

Charge: -1
Largest force on an atom (hartree/bohr): 0.05513
E_tot (eV): -158653.597
Frontier orbital gap (eV): 8.10
Energy relative to the best compared isomer or geometry (same formula, charge and spin) (eV): 0.000

***

# 6
C6H6Br2N2O2 | wB97M-V/def2-TZVPD

```
18
Properties=species:S:1:pos:R:3:forces:R:3
N 0.3618 0.4723 1.8156 -1.960 -1.901 -0.303
C 1.0395 0.0535 0.7672 0.329 2.206 -1.104
C 0.9585 -1.3002 0.2833 -0.179 -2.039 -0.039
Br 2.6123 -2.1486 0.8942 -0.770 -0.035 -0.382
C -0.0536 -1.9758 -0.2960 1.425 -0.039 0.390
C -1.2742 -1.2746 -0.6614 -1.742 -0.401 -1.258
C -1.4065 0.0120 -1.0262 -1.719 0.234 1.793
C -0.2454 0.8830 -1.0717 1.574 -0.790 -0.137
Br 0.8716 0.5956 -2.5710 0.168 0.017 -0.180
N -0.1154 2.1050 -0.4754 -0.849 0.358 0.820
O 0.8837 2.7943 -0.5962 0.758 0.419 -0.458
O -1.0103 2.3993 0.3372 -0.525 -0.240 0.318
H -0.6139 0.1296 1.9801 1.475 0.201 -0.192
H 0.6490 1.1924 2.4077 0.525 1.521 0.449
H 1.9919 0.5998 0.5238 -1.181 -0.432 0.252
H 0.0866 -3.0648 -0.4638 -0.308 0.942 0.053
H -2.2320 -1.8185 -0.8499 1.103 -0.121 0.752
H -2.5037 0.3458 -0.9975 1.876 0.101 -0.774
```
Forces are in eV/Å.

Largest force on an atom (hartree/bohr): 0.05342
E_tot (eV): -153473.414
Frontier orbital gap (alpha / beta) (eV): 7.02 / 7.02
SMILES string: N\C=C(Br)/C=C\C=C(/Br)[N+](=O)[O-]
Energy relative to the best compared isomer or geometry (same formula, charge and spin) (eV): 2.678

***

- Number 3 is which compound?
  C6H68NO32S